Formula: C12H36F3NO10
Source: the Open Molecules 2025 dataset
Level of theory: ωB97M-V/def2-TZVPD

For the HOMO energy, the calculation gives -0.293 Ha. The HOMO-LUMO gap is 0.3042 Eh. The calculation puts the total energy at -43142.3381 eV.

Last column: Mulliken charge in e.
Geometry (Å):
N (-0.222, 0.014, -0.642)  0.493
H (-0.831, -0.721, -0.310)  -0.145
H (-0.249, 0.860, -0.092)  0.606
H (-0.448, 0.319, -1.578)  0.467
H (0.718, -0.354, -0.604)  0.121
C (-1.226, -2.954, 1.432)  -0.554
O (0.096, -2.483, 1.738)  -0.085
O (-1.782, -2.010, 0.539)  -0.722
C (-1.013, -4.440, 0.897)  0.739
F (-0.497, -5.181, 1.893)  -0.302
F (-2.126, -5.060, 0.567)  -0.278
F (-0.147, -4.489, -0.128)  -0.247
C (0.501, -2.513, 3.152)  -0.436
C (1.923, -1.944, 3.294)  -0.902
H (2.161, -2.110, 4.345)  0.434
H (2.582, -2.384, 2.545)  0.222
H (1.837, -0.859, 3.231)  0.036
H (0.533, -3.538, 3.522)  0.324
H (-0.120, -1.933, 3.835)  0.368
H (-1.721, -2.879, 2.401)  0.384
C (-3.235, -1.628, -2.718)  -0.503
O (-3.809, -2.532, -1.813)  -0.589
H (-2.146, -1.621, -2.758)  0.084
H (-3.609, -1.809, -3.726)  0.369
H (-3.635, -0.637, -2.502)  0.239
H (-3.288, -2.485, -1.008)  0.340
C (-0.080, 1.710, -3.975)  -0.329
O (-0.092, 0.528, -3.226)  -0.468
H (0.292, 1.576, -4.991)  0.320
H (-1.015, 2.269, -4.012)  0.299
H (0.612, 2.359, -3.437)  -0.173
H (-0.055, -0.227, -3.818)  0.242
C (3.202, -1.279, -0.839)  -0.728
O (2.063, -1.902, -0.329)  -0.514
H (3.061, -0.728, -1.769)  0.183
H (3.601, -0.634, -0.056)  0.173
H (3.893, -2.083, -1.091)  0.432
H (2.273, -2.734, 0.102)  0.266
C (-0.969, 3.474, 1.230)  -0.812
O (-1.001, 2.086, 0.836)  -0.468
H (-1.648, 3.815, 2.012)  0.336
H (0.026, 3.808, 1.524)  0.259
H (-1.348, 4.127, 0.443)  0.336
H (-1.888, 1.812, 1.082)  0.181
C (-4.272, 0.916, 1.368)  -0.817
O (-3.157, 0.520, 0.537)  -0.463
H (-4.998, 1.633, 0.983)  0.265
H (-4.804, 0.031, 1.716)  0.320
H (-3.856, 1.331, 2.286)  0.333
H (-2.932, -0.371, 0.813)  0.349
C (2.986, 3.762, -2.382)  -0.689
O (3.213, 3.729, -1.009)  -0.371
C (2.710, 2.727, -0.239)  0.717
O (1.926, 1.842, -0.624)  -0.248
O (3.196, 2.771, 0.998)  -0.393
C (2.633, 1.876, 1.944)  -0.233
H (3.513, 4.647, -2.738)  0.283
H (1.932, 4.031, -2.459)  0.270
H (3.284, 2.932, -3.022)  0.294
H (3.137, 2.110, 2.882)  0.338
H (2.740, 0.845, 1.608)  -0.049
H (1.578, 2.060, 2.146)  0.097

Forces on atoms 1 to 6 (eV/Å):
0.7462 0.3564 -0.1718
-1.0181 -1.1208 0.9168
-0.2174 0.2226 0.7360
0.0608 -0.2979 -0.5452
0.3189 -0.3013 -0.0980
-0.0737 2.8281 -1.7247